Entry 1:
Formula: C4H2O2Tb
Source: OMol25
Level of theory: the ωB97M-V functional and the def2-TZVPD basis

Last column: Löwdin spin population.
Positions of all 9 atoms, in Å:
O: 1.6462 -0.0883 1.8345  0.008
C: 0.8580 -0.5629 1.1066  0.015
C: 0.1023 -0.9292 -0.3890  0.035
C: -0.2283 -1.8641 0.6272  0.016
H: -1.1814 -1.9923 1.1461  -0.006
H: 0.0711 -2.3720 -0.6376  0.013
O: -0.2825 3.0298 -1.2193  0.060
C: 0.2917 4.0034 -1.1244  0.006
Tb: -1.2771 0.7756 -1.3442  6.852

Summary:
lowest unoccupied orbital energy (spin up / spin down)	-10.257 / -10.288	eV
charge	+2
gap between HOMO and LUMO (spin up / spin down)	6.65 / 6.66	eV
E_HOMO (spin up / spin down)	-16.91 / -16.95	eV
spin multiplicity	8

Entry 2:
Formula: C4H2O7S
Source: OMol25
Level of theory: the ωB97M-V functional and the def2-TZVPD basis

Last column: natural (NBO) charge in e.
Positions of all 14 atoms, in Å:
O: 2.6093 -0.6259 1.3567  -0.728
C: 2.0563 -0.4758 0.2618  0.655
O: 2.1998 -1.1022 -0.8106  -0.781
C: 1.1116 0.7892 0.1536  0.269
O: 1.0635 1.6381 1.0053  -0.575
S: -0.0360 0.7150 -1.3808  1.089
O: -0.7858 2.0481 -1.2755  -1.050
C: -0.9788 -0.5158 -0.6367  -0.356
O: -0.5818 -1.7020 -1.1455  -0.726
C: -1.6910 -0.3326 0.5857  0.679
O: -2.1593 -1.1932 1.3045  -0.718
O: -1.9233 0.9745 0.9048  -0.747
H: 0.3229 -1.7472 -0.8619  0.488
H: -1.2073 1.5300 0.5384  0.502

Summary:
lowest unoccupied orbital energy	5.981	eV
charge	-2
gap between HOMO and LUMO	5.66	eV
E_HOMO	0.32	eV
SMILES	O=C([O-])C([O-])=S(=O)=C(O)C(=O)O

Summary of energy relative to the best compared isomer or geometry (same formula, charge and spin) in kJ/mol
384.9 183.3
(order as listed above)